ORCA calculation (the ωB97M-V functional and the def2-TZVPD basis) on a structure of composition C16H21AuBrN2OS3.

Each line ends with the Löwdin spin population.
Positions of all 45 atoms, in Å:
Au -0.4030 -0.7402 1.1904  0.40
C 0.1585 2.9537 -3.5390  0.00
C 1.3451 2.0081 -3.3807  0.00
S 1.2167 0.7684 -2.0700  0.00
C 1.3919 1.7519 -0.5690  0.01
C 0.1315 2.4347 -0.0468  0.03
S -1.3311 1.4211 0.2737  0.32
C -2.0637 0.9817 -1.3266  0.03
C -2.2978 2.1803 -2.2670  0.02
S -1.4288 2.1357 -3.8501  0.01
H 0.3371 3.5804 -4.4143  0.00
H 0.0587 3.6416 -2.7001  0.00
H 2.2723 2.5677 -3.2449  0.00
H 1.4592 1.4123 -4.2869  0.00
H 2.1560 2.5164 -0.7251  0.00
H 1.7842 1.0668 0.1873  0.00
H -0.2145 3.2170 -0.7215  0.01
H 0.3232 2.9154 0.9155  0.00
H -3.0133 0.5415 -1.0167  0.00
H -1.4520 0.2192 -1.7981  0.01
H -2.1579 3.1454 -1.7782  0.00
H -3.3481 2.1561 -2.5592  0.00
Br -2.3916 -1.3692 3.6114  0.01
C -0.9370 -0.2744 4.0661  0.01
C -0.7921 0.1923 5.3585  0.00
C 0.3049 0.9844 5.6520  0.00
C 1.2215 1.2836 4.6513  0.00
C 1.0067 0.7848 3.3881  0.01
N -0.0609 0.0157 3.0936  0.04
H -1.5239 -0.0676 6.1089  0.00
H 0.4440 1.3629 6.6559  0.00
H 2.0926 1.8919 4.8461  0.00
H 1.6932 0.9826 2.5763  0.00
O -0.7607 -1.6790 -0.5786  0.05
N -0.1748 -2.8916 -0.7561  0.01
C -0.8708 -3.9916 -0.4268  0.01
C -0.3371 -5.2347 -0.6798  0.00
C 0.9106 -5.3290 -1.2813  0.01
C 1.5958 -4.1698 -1.6206  0.00
C 1.0277 -2.9453 -1.3519  0.01
H -1.8387 -3.8133 0.0170  0.00
H -0.9044 -6.1145 -0.4135  0.00
H 1.3416 -6.2981 -1.4916  0.00
H 2.5625 -4.2062 -2.1013  0.00
H 1.4667 -1.9886 -1.5966  0.00

The net charge is +2. Its spin multiplicity is 2. For the HOMO energy (alpha / beta), the calculation gives -13.8 / -13.8 eV.

=====

ORCA calculation (the ωB97M-V functional and the def2-TZVPD basis) on an isolated molecule of C6H10O.

Each line ends with the natural charge from an NBO analysis.
Positions of all 17 atoms, in Å:
O 1.2971 -0.4043 1.7476  -0.54
C 0.1698 -0.1157 2.0823  0.45
C -1.0615 -0.3207 1.2353  -0.51
C -0.7857 -0.8993 -0.1518  -0.41
C -0.2244 0.0680 -1.1946  -0.23
C 0.6308 1.2660 -0.8661  -0.42
C 1.2389 0.0734 -1.5397  -0.41
H -0.0134 0.3246 3.0860  0.11
H -1.7137 -0.9945 1.8127  0.23
H -1.6109 0.6310 1.1878  0.23
H -1.7275 -1.3086 -0.5360  0.22
H -0.1112 -1.7561 -0.0396  0.22
H -0.8901 0.2262 -2.0415  0.21
H 0.4741 2.1720 -1.4449  0.21
H 0.9173 1.4444 0.1658  0.22
H 1.5296 0.1432 -2.5840  0.21
H 1.8808 -0.5494 -0.9193  0.23

Its spin multiplicity is 1. As for the SMILES: O=CCCC1CC1. For the HOMO energy, the calculation gives -9.9 eV.

=====

ORCA calculation (the ωB97M-V functional and the def2-TZVPD basis) on a structure of composition C2H6NO in a non-equilibrium geometry.

Each line ends with the natural charge from an NBO analysis.
Positions of all 10 atoms, in Å:
C 1.2168 -0.6540 -0.3589  -0.11
C 0.3077 0.2335 0.3583  0.21
N -1.1691 0.3703 0.0364  -0.71
O 1.2439 0.7995 -0.4675  -0.41
H 2.0136 -1.2892 -0.0014  0.25
H 0.7600 -1.1078 -1.1680  0.19
H 0.2853 0.3807 1.7840  0.21
H -1.2866 0.6148 -0.9450  0.45
H -1.7610 1.1149 0.6631  0.48
H -1.6106 -0.4629 0.0989  0.43

The net charge is +1. Its spin multiplicity is 1. For the HOMO energy, the calculation gives -16.3 eV.

=====

ORCA calculation (the ωB97M-V functional and the def2-TZVPD basis) on a cluster of 2 separate species, C3H4INOS in total in a non-equilibrium geometry.

Each line ends with the natural charge from an NBO analysis.
Positions of all 11 atoms, in Å:
C -0.6021 0.6799 -0.6802  0.37
C -0.2703 -0.5749 -1.1059  0.38
C -0.9377 0.5722 0.8333  -0.68
N -0.7980 -1.7246 -1.2632  -0.56
O -0.6386 1.7349 -1.2880  -0.44
S 3.8412 0.7502 1.4091  -0.45
I 2.5253 -0.7592 0.1728  0.24
H -1.7201 -0.1461 0.9130  0.23
H -1.2666 1.6465 1.0691  0.25
H 0.0423 0.3121 1.3499  0.26
H -0.1754 -2.4910 -1.4098  0.40

Its spin multiplicity is 1. For the HOMO energy (alpha / beta), the calculation gives -8.1 / -8.1 eV.

=====

Computed values of energy above the lowest of the compared OMol25 structures with the same formula, charge and spin (unit: kcal per mole) for the preceding records, in sequence: 0.0, 19.0, 69.1, 102.4.
Computed values of DFT total energy (unit: Eh) for the preceding records, in sequence: -4710.675963, -309.812049, -209.415592, -942.421344.